C42H55BN6OPV | wB97M-V/def2-TZVPD

CARTESIAN COORDINATES (ANGSTROEM)
V: 0.0509 0.0095 -0.1352
C: 2.1077 3.1029 -4.1541
C: 1.3819 2.8851 -2.8697
C: 0.8116 3.8127 -2.0158
C: 0.2651 3.0673 -0.9707
N: 0.4930 1.7676 -1.1777
N: 1.1807 1.6669 -2.3463
B: 1.5722 0.2685 -2.8505
N: 2.4710 -0.4052 -1.7898
N: 1.9991 -0.5812 -0.5184
C: 2.9894 -1.1544 0.1821
C: 4.0949 -1.3501 -0.6369
C: 3.7249 -0.8595 -1.8804
C: 4.5175 -0.8102 -3.1428
C: 2.8326 -1.4965 1.6414
C: 3.9091 -0.7632 2.4498
C: 1.4551 -1.0738 2.1306
C: 2.9828 -3.0111 1.8286
N: 0.2858 -0.5646 -3.0344
N: -0.5280 -0.7881 -1.9596
C: -1.5526 -1.5313 -2.4025
C: -1.3986 -1.7860 -3.7609
C: -0.2177 -1.1562 -4.1230
C: 0.4448 -1.0983 -5.4579
C: -2.6707 -1.9590 -1.4875
C: -2.3721 -1.5179 -0.0628
C: -3.9788 -1.3051 -1.9501
C: -2.8101 -3.4846 -1.5271
C: -0.4784 3.5393 0.2551
C: -1.7139 4.3388 -0.1697
C: -0.9151 2.3355 1.0802
C: 0.4441 4.4179 1.1072
H: 2.1553 4.1679 -4.3705
H: 1.6058 2.6071 -4.9849
H: 3.1262 2.7177 -4.1065
H: 0.7982 4.8816 -2.1411
H: 2.1581 0.3503 -3.8885
H: 5.0422 -1.7883 -0.3742
H: 5.5005 -1.2445 -2.9748
H: 4.6497 0.2147 -3.4889
H: 4.0280 -1.3677 -3.9410
H: 3.8175 0.3183 2.3322
H: 4.9099 -1.0516 2.1288
H: 3.8108 -1.0054 3.5098
H: 1.2921 0.0052 2.0031
H: 1.3288 -1.2782 3.1954
H: 0.6559 -1.6348 1.6332
H: 3.9604 -3.3546 1.4901
H: 2.2213 -3.5513 1.2627
H: 2.8764 -3.2717 2.8834
H: -2.0503 -2.3507 -4.4049
H: -0.1521 -1.6425 -6.1863
H: 1.4391 -1.5435 -5.4281
H: 0.5536 -0.0702 -5.8026
H: -2.3093 -0.4244 0.0203
H: -1.4533 -1.9776 0.3217
H: -3.1697 -1.8075 0.6234
H: -3.9011 -0.2163 -1.9243
H: -4.8011 -1.6073 -1.2986
H: -4.2264 -1.5998 -2.9699
H: -1.8890 -3.9703 -1.1994
H: -3.0338 -3.8350 -2.5346
H: -3.6218 -3.8038 -0.8705
H: -2.3870 3.7274 -0.7740
H: -1.4332 5.2109 -0.7604
H: -2.2585 4.6875 0.7099
H: -1.5888 1.6812 0.5095
H: -1.4679 2.6247 1.9747
H: -0.0497 1.7739 1.4583
H: 0.7798 5.2907 0.5469
H: 1.3287 3.8622 1.4249
H: -0.0819 4.7668 1.9980
O: -1.3017 -0.2675 2.3088
P: -1.9837 -0.4131 3.6349
C: -1.7761 1.0526 4.6543
C: -0.5115 1.6451 4.7111
C: -0.3115 2.7884 5.4644
C: -1.3722 3.3518 6.1654
C: -2.6284 2.7697 6.1165
C: -2.8317 1.6210 5.3615
C: -3.7521 -0.6763 3.4536
C: -4.4419 -1.6369 4.1873
C: -5.8077 -1.8112 3.9982
C: -6.4840 -1.0276 3.0774
C: -5.8025 -0.0628 2.3434
C: -4.4426 0.1115 2.5288
C: -1.3309 -1.8048 4.5658
C: -1.1339 -3.0111 3.8884
C: -0.6067 -4.1042 4.5528
C: -0.2674 -4.0007 5.8975
C: -0.4621 -2.8092 6.5772
C: -0.9942 -1.7108 5.9128
H: 0.3144 1.2102 4.1602
H: 0.6693 3.2428 5.5096
H: -1.2160 4.2475 6.7520
H: -3.4523 3.2074 6.6636
H: -3.8144 1.1695 5.3254
H: -3.9166 -2.2507 4.9075
H: -6.3392 -2.5595 4.5702
H: -7.5469 -1.1662 2.9300
H: -6.3352 0.5510 1.6293
H: -3.9101 0.8583 1.9510
H: -1.3924 -3.0902 2.8384
H: -0.4592 -5.0383 4.0274
H: 0.1491 -4.8543 6.4159
H: -0.2012 -2.7311 7.6239
H: -1.1458 -0.7816 6.4467

Force components x, y, z for each atom (eV/Å):
V -0.2 -0.1 0.4
C 0.0 0.0 0.0
C 0.1 0.0 -0.1
C 0.0 0.0 0.0
C -0.1 -0.2 0.3
N 0.1 0.2 -0.2
N -0.1 -0.1 0.2
B 0.1 0.0 -0.1
N -0.2 0.0 0.2
N 0.3 0.0 -0.2
C -0.2 0.0 0.2
C 0.0 0.0 -0.1
C 0.1 0.0 -0.1
C 0.0 0.0 0.0
C 0.0 0.0 0.0
C 0.0 0.0 0.0
C 0.0 0.0 -0.1
C 0.0 0.0 0.0
N 0.0 0.0 0.3
N 0.0 0.0 -0.4
C 0.0 0.1 0.3
C 0.0 0.0 -0.1
C 0.0 0.0 -0.1
C 0.0 0.0 0.0
C 0.0 0.0 -0.1
C 0.1 0.0 0.0
C 0.0 0.0 0.0
C 0.0 0.0 0.0
C 0.0 0.0 0.0
C 0.0 0.0 0.0
C 0.1 -0.1 -0.1
C 0.0 0.0 0.0
H 0.0 0.0 0.0
H 0.0 0.0 0.0
H 0.0 0.0 0.0
H 0.0 0.0 0.0
H 0.0 0.0 0.0
H 0.0 0.0 0.0
H 0.0 0.0 0.0
H 0.0 0.0 0.0
H 0.0 0.0 0.0
H 0.0 0.0 0.0
H 0.0 0.0 0.0
H 0.0 0.0 0.0
H 0.0 0.0 0.0
H 0.0 0.0 0.0
H 0.0 0.0 0.0
H 0.0 0.0 0.0
H 0.0 0.0 0.0
H 0.0 0.0 0.0
H 0.0 0.0 0.0
H 0.0 0.0 0.0
H 0.0 0.0 0.0
H 0.0 0.0 0.0
H 0.0 0.0 0.0
H 0.0 0.0 0.0
H 0.0 0.0 0.0
H 0.0 0.0 0.0
H 0.0 0.0 0.0
H 0.0 0.0 0.0
H 0.0 0.0 0.0
H 0.0 0.0 0.0
H 0.0 0.0 0.0
H 0.0 0.0 0.0
H 0.0 0.0 0.0
H 0.0 0.0 0.0
H 0.0 0.0 0.0
H 0.0 0.0 0.0
H 0.0 0.0 0.0
H 0.0 0.0 0.0
H 0.0 0.0 0.0
H 0.0 0.0 0.0
O -0.1 0.0 0.1
P 0.1 0.0 -0.1
C 0.0 0.1 0.1
C 0.0 0.0 0.0
C 0.0 0.0 0.0
C 0.0 0.0 0.0
C 0.0 0.0 0.0
C 0.0 0.0 0.0
C -0.1 -0.1 0.0
C 0.0 0.0 0.0
C 0.1 0.0 0.0
C 0.0 0.0 0.0
C 0.0 0.0 0.0
C 0.1 0.0 0.0
C 0.1 -0.1 0.1
C 0.0 0.0 0.0
C 0.0 0.0 0.0
C 0.0 0.0 0.0
C 0.0 0.0 0.0
C 0.0 0.0 0.0
H 0.0 0.0 0.0
H 0.0 0.0 0.0
H 0.0 0.0 0.0
H 0.0 0.0 0.0
H 0.0 0.0 0.0
H 0.0 0.0 0.0
H 0.0 0.0 0.0
H 0.0 0.0 0.0
H 0.0 0.0 0.0
H 0.0 0.0 0.0
H 0.0 0.0 0.0
H 0.0 0.0 0.0
H 0.0 0.0 0.0
H 0.0 0.0 0.0
H 0.0 0.0 0.0

## Properties
F_max = 0.41 eV/Å
Energy relative to the best compared isomer or geometry (same formula, charge and spin) = 10.12 kcal per mole
Total energy = -91088.2396 eV
LUMO level (alpha / beta) = -1.71 / -1.58 eV
2S+1 = 2
Orbital gap (alpha / beta) = 8.16 / 7.75 eV
Charge = +1

C42H55Br9HfN5O11 | wB97M-V/def2-TZVPD

CARTESIAN COORDINATES (ANGSTROEM)
Hf: -1.9841 0.8075 2.7501
C: -2.5138 -0.3028 -1.0651
C: -3.9773 0.1456 -1.1906
C: -4.7643 -0.8854 -2.0381
C: -6.2605 -0.7898 -2.0477
C: -6.6970 -0.7938 -0.6018
C: -6.0183 0.2602 0.3301
N: -4.5760 0.2778 0.1376
O: -3.7965 0.7681 1.2112
C: -6.3605 -0.1663 1.7877
C: -6.7492 1.6100 0.1608
C: -3.9804 1.5412 -1.9344
H: -1.8032 0.5231 -1.0275
H: -2.2460 -1.0744 -1.7888
H: -2.3201 -0.8261 -0.1249
H: -4.4324 -1.8837 -1.7428
H: -4.4530 -0.7491 -3.0777
H: -6.7510 -1.6147 -2.5629
H: -6.5431 0.1567 -2.5140
H: -6.6860 -1.7967 -0.1712
H: -7.7583 -0.5311 -0.6100
H: -7.3998 -0.4773 1.9108
H: -6.2752 0.6322 2.5241
H: -5.7503 -1.0437 2.0079
H: -6.5513 1.9364 -0.8609
H: -6.4262 2.4243 0.8121
H: -7.8056 1.5005 0.4039
H: -3.2772 1.6375 -2.7621
H: -3.6566 2.3229 -1.2434
H: -5.0091 1.7358 -2.2339
C: -1.3852 -1.3523 6.9284
C: -0.6959 -0.6952 5.7159
C: 0.4798 -1.5166 5.1207
O: -1.5262 -0.2453 4.6796
H: -1.7673 -2.3559 6.7273
H: -2.1712 -0.7344 7.3589
H: -0.6477 -1.5744 7.7020
H: -0.1813 0.1502 6.1834
H: 0.4757 -2.5748 5.3911
H: 1.4500 -1.1184 5.4144
H: 0.3884 -1.5064 4.0333
C: 0.4211 -2.0597 0.2586
C: 0.7265 -0.6338 0.7489
C: 1.4023 0.3201 -0.2146
O: -0.2942 -0.1484 1.5677
H: 1.2591 -2.6078 -0.1754
H: -0.3861 -2.1373 -0.4690
H: 0.1212 -2.6478 1.1278
H: 1.5455 -0.7051 1.4808
H: 0.8562 0.4540 -1.1546
H: 2.4379 0.0532 -0.4325
H: 1.5045 1.3891 0.0011
C: 3.1105 -5.3997 -1.0102
Br: 4.3041 -5.6558 0.6326
Br: 1.5439 -6.5820 -1.0934
Br: 4.0808 -5.6494 -2.7222
H: 2.7688 -4.3722 -0.9543
C: 3.3802 2.2365 -3.7710
Br: 4.0793 3.8228 -4.7915
Br: 1.4219 2.3075 -3.6720
Br: 4.3849 2.0940 -2.1013
H: 3.5658 1.3695 -4.3958
C: 5.2888 -2.2680 -3.9906
Br: 6.6840 -0.9454 -4.3364
Br: 4.8414 -3.4156 -5.5571
Br: 3.7127 -1.5123 -3.0973
H: 5.7885 -2.9085 -3.2726
C: 4.4114 3.8083 1.7910
C: 3.7038 4.6941 2.6093
C: 2.5797 4.3194 3.2721
C: 2.0919 3.0137 3.1738
C: 2.8467 2.0719 2.4934
C: 3.9478 2.4832 1.7533
N: 0.9881 2.5951 3.9963
O: 0.0337 1.9589 3.4967
O: 1.0426 2.7907 5.1753
H: 5.2962 4.2471 1.3530
H: 4.0112 5.7288 2.6753
H: 2.0892 5.0896 3.8528
H: 2.5408 1.0374 2.4096
H: 4.5354 1.7504 1.2182
C: 0.2151 -4.5490 -3.7730
C: -0.3798 -3.3087 -3.5566
C: -0.1668 -2.2086 -4.3112
C: 0.5986 -2.3500 -5.4657
C: 1.1490 -3.5628 -5.8358
C: 0.9086 -4.6465 -4.9667
N: 0.7900 -1.1559 -6.2906
O: 1.2339 -1.3945 -7.4024
O: 0.4860 -0.0923 -5.7828
H: -0.0031 -5.2813 -3.0112
H: -1.0101 -3.1653 -2.6869
H: -0.6016 -1.2889 -3.9493
H: 1.7274 -3.6975 -6.7352
H: 1.3866 -5.6138 -5.0687
C: 5.0497 -1.7250 4.7834
C: 5.9599 -1.0025 3.9913
C: 5.8930 -1.0042 2.5966
C: 4.8141 -1.6527 2.0156
C: 3.9187 -2.4311 2.7757
C: 4.1209 -2.5168 4.1450
N: 4.5340 -1.4866 0.5715
O: 5.2310 -0.6759 -0.0036
O: 3.7713 -2.2956 0.0780
H: 5.1492 -1.7733 5.8581
H: 6.7019 -0.4149 4.5141
H: 6.5882 -0.5344 1.9164
H: 3.0659 -2.9718 2.3931
H: 3.4323 -3.0634 4.7755
C: -2.3092 5.1998 -3.1074
C: -1.5130 4.0751 -2.9607
C: -1.1198 3.5904 -1.7275
C: -1.5570 4.2713 -0.5765
C: -2.2621 5.4188 -0.7406
C: -2.6815 5.9217 -1.9705
N: -1.1288 3.7597 0.7356
O: -0.7690 4.5490 1.5890
O: -1.3563 2.5755 0.9856
H: -2.5936 5.6545 -4.0461
H: -1.2160 3.5203 -3.8405
H: -0.4537 2.7439 -1.6401
H: -2.5819 5.9611 0.1419
H: -3.2872 6.8145 -1.9855

Force components x, y, z for each atom (eV/Å):
Hf 4.1 -4.0 -2.7
C 0.1 -0.7 0.9
C 0.7 1.4 -0.6
C 0.9 -0.3 -0.8
C 0.3 0.5 1.1
C -1.0 0.6 0.3
C -1.3 0.1 1.7
N 0.3 -0.9 1.0
O 2.2 0.0 1.7
C 0.2 -0.6 -0.3
C 0.7 0.3 -0.6
C -0.2 -0.4 0.8
H 0.0 0.0 -0.4
H 0.0 0.5 -0.5
H -0.4 0.0 0.1
H -0.1 -0.1 0.1
H 0.5 0.0 0.1
H 0.2 0.1 -0.2
H -0.2 -0.1 -0.1
H 0.5 0.0 0.1
H -0.1 0.0 0.3
H -0.1 -0.1 -0.5
H 0.6 0.0 -0.1
H 0.1 0.1 0.5
H -0.7 0.3 0.0
H 0.5 -0.3 0.1
H -0.1 -0.2 -0.5
H -0.2 -0.5 -0.3
H -0.2 -0.1 0.2
H 0.2 0.3 -0.3
C 0.0 -0.7 -0.6
C 1.5 -0.1 0.9
C -0.5 -0.5 -0.2
O -2.4 2.2 -3.9
H -0.4 0.1 -0.4
H 0.0 0.0 -0.1
H 0.2 0.5 0.0
H -0.3 0.6 -0.3
H -0.2 0.0 0.2
H 0.0 0.1 0.0
H 0.2 0.2 0.0
C -0.2 -0.1 0.1
C 1.8 -0.3 1.3
C -0.9 1.2 -1.8
O -4.8 2.3 2.2
H 0.3 0.5 0.0
H -0.1 0.4 0.0
H -0.1 0.1 0.1
H 0.2 -0.8 0.2
H 0.1 -0.7 -0.4
H -0.2 -0.6 -0.1
H -0.3 -0.1 1.2
C 0.6 -0.7 0.0
Br -1.2 0.0 -1.6
Br 0.8 0.4 0.6
Br -0.3 0.3 1.2
H 0.1 -0.1 0.0
C 0.3 1.0 -0.6
Br -0.5 -1.0 0.6
Br 1.0 0.0 0.3
Br -0.8 0.0 -0.6
H 0.3 0.0 0.2
C 0.2 -0.2 -0.1
Br -0.7 -0.2 -0.2
Br 0.3 1.0 0.9
Br 0.5 -0.4 -0.8
H -0.4 -0.2 -0.1
C -1.0 0.0 1.2
C 0.7 0.2 -1.0
C -1.3 0.0 0.8
C 1.6 0.5 -0.3
C -0.6 -0.1 -0.9
C 1.2 0.7 0.0
N -1.2 -0.9 0.9
O 0.0 0.4 -0.7
O 0.1 0.5 0.0
H 0.1 -0.7 -0.5
H 0.1 0.0 0.1
H -0.3 -0.3 0.1
H -0.1 0.0 0.3
H -0.2 -0.2 -0.1
C -1.0 1.9 -0.8
C -0.5 -0.6 1.8
C 0.2 0.4 -0.6
C -0.3 0.2 0.5
C -0.6 -0.6 0.9
C 1.1 -1.0 0.6
N 0.2 -1.3 0.0
O -0.2 1.3 0.3
O 0.3 0.1 -0.9
H 0.5 -0.6 -0.5
H 0.0 -0.2 0.2
H 0.1 0.3 -0.6
H 0.0 0.2 0.0
H 0.2 0.1 -0.8
C 1.1 0.0 -1.0
C 0.0 0.0 0.4
C -0.6 -0.1 0.2
C -1.4 -0.6 0.8
C 0.5 0.2 0.0
C -0.8 0.5 0.3
N 1.5 -1.4 1.0
O -0.7 0.3 -0.6
O -0.2 0.7 -0.3
H 0.0 0.2 0.0
H 0.3 0.0 -0.2
H 0.2 0.3 0.4
H 0.2 0.1 -0.6
H -0.1 -0.3 -0.2
C -0.2 1.3 0.8
C 0.0 -0.5 -0.5
C -0.3 0.2 0.8
C 1.7 -1.4 -1.9
C -1.3 1.7 1.5
C 0.7 -1.4 0.1
N -1.3 1.6 1.4
O 0.0 -0.5 -0.8
O -0.1 -1.0 -0.1
H 0.1 -0.6 -0.3
H 0.1 0.1 -0.1
H -0.1 -0.1 0.0
H 0.1 0.0 0.1
H 0.0 0.0 -0.2

## Properties
F_max = 6.36 eV/Å
Total energy = -706086.2705 eV
LUMO level = -4.64 eV
Orbital gap = 5.01 eV
Charge = +1